{"formula": "C4H8O", "method": "ωB97M-V/def2-TZVPD", "e_above_lowest_kcal_mol": 26.7, "total_energy_ha": -232.40304, "largest_force_ev_per_a": 0.43, "e_lumo_ha": 0.0449, "homo_lumo_gap_ev": 10.87, "species": ["C", "C", "C", "C", "O", "H", "H", "H", "H", "H", "H", "H", "H"], "coordinates": [[1.71848, -0.30180, -0.09368], [0.35052, 0.30478, -0.31884], [-0.85045, -0.61303, -0.08776], [-1.49019, 0.65880, 0.45754], [-0.18270, 1.23375, 0.65622], [2.51927, 0.43431, 0.01977], [1.72233, -0.97011, 0.77349], [1.94252, -0.90651, -0.98203], [0.32075, 0.80283, -1.30079], [-1.29203, -1.15448, -0.92537], [-0.61740, -1.29673, 0.73477], [-2.07985, 0.60475, 1.37766], [-2.06125, 1.20346, -0.31098]], "mulliken_charge": [-1.295, 0.414, -0.627, -0.324, -0.444, 0.331, 0.314, 0.334, 0.252, 0.312, 0.229, 0.276, 0.227]}